Entry from the Open Molecules 2025 dataset: C31H31AsMoN7 as an isolated structure (ωB97M-V/def2-TZVPD).

Output
largest force on an atom: 0.01862 hartree/bohr
E_tot: -3886.1856 Eh
E_HOMO (alpha / beta): -16.6 / -16.6 eV
relative energy (zero: lowest compared OMol25 entry of this formula, charge and spin): 79.2 kJ/mol
charge: +3
multiplicity: 3

Each line ends with the Löwdin charge.
Cartesian coordinates (Å):
Mo -0.1482 0.3775 0.6028  1.5226
N -1.9576 1.5949 0.4134  -0.1031
C -3.0803 1.2595 1.3701  -0.1776
C -3.3091 -0.2406 1.3835  -0.1841
C -3.4963 -0.8553 -0.0189  -0.1640
C -2.3001 -1.6011 -0.5965  -0.1690
N -1.0693 -0.7516 -0.9299  -0.0957
H -1.7681 2.6015 0.4186  0.0517
H -2.3386 1.4501 -0.5221  0.0966
H -3.9627 1.7864 1.0049  0.1427
H -2.8360 1.6567 2.3537  0.1250
H -4.1810 -0.4360 2.0073  0.1379
H -2.4863 -0.7445 1.8972  0.0817
H -3.8719 -0.1183 -0.7393  0.1267
H -4.2865 -1.6056 0.0310  0.1391
H -2.5769 -2.0744 -1.5388  0.1397
H -1.9591 -2.3766 0.0836  0.1142
H -1.2960 -0.1672 -1.7368  0.1181
H -0.3564 -1.3986 -1.2738  0.0974
N 4.0054 0.1049 1.5681  0.1955
C 2.7665 0.5393 1.7722  -0.1195
N 1.9829 0.2710 0.7307  -0.1366
C 2.7881 -0.3910 -0.2145  -0.2461
C 2.5030 -0.8692 -1.4915  -0.0434
C 3.5346 -1.4706 -2.1838  -0.0356
C 4.8213 -1.5885 -1.6282  -0.0240
C 5.1168 -1.0984 -0.3739  0.0381
C 4.0683 -0.4961 0.3141  -0.1616
H 4.7644 0.2143 2.2262  0.1935
H 2.4567 1.0510 2.6710  0.1514
H 1.5339 -0.7422 -1.9602  0.0873
H 3.3595 -1.8539 -3.1799  0.1255
H 5.5993 -2.0699 -2.2047  0.1296
H 6.1101 -1.1810 0.0460  0.1357
C -1.7484 5.7746 -2.5982  -0.0262
C -1.7989 5.6664 -1.2143  -0.0390
C -1.0226 4.7167 -0.5630  -0.1203
C -0.2009 3.8750 -1.3127  -0.3901
C -0.1472 3.9800 -2.7003  -0.0966
C -0.9218 4.9388 -3.3384  -0.0364
As 0.8892 2.5545 -0.4509  1.2994
C 2.7100 2.7690 -0.9691  -0.3063
C 3.3145 2.4348 -2.1688  -0.0772
C 4.6477 2.7822 -2.3489  -0.0321
C 5.3402 3.4426 -1.3406  -0.0190
C 4.7269 3.7537 -0.1341  0.0121
C 3.3947 3.4146 0.0704  -0.1903
C 2.6332 3.6329 1.3218  -0.1979
C 3.1295 4.1684 2.5045  0.0226
C 2.3198 4.2317 3.6347  -0.0156
C 1.0093 3.7706 3.6118  -0.0405
C 0.4834 3.2626 2.4263  -0.1179
C 1.2967 3.2124 1.2993  -0.3529
H -2.3441 6.5245 -3.1012  0.1284
H -2.4208 6.3394 -0.6394  0.1250
H -1.0106 4.7001 0.5230  0.0986
H 0.5051 3.3464 -3.2899  0.1019
H -0.8722 5.0397 -4.4143  0.1261
H 2.7770 1.9228 -2.9561  0.1107
H 5.1457 2.5440 -3.2791  0.1255
H 6.3743 3.7200 -1.4955  0.1282
H 5.2926 4.2642 0.6346  0.1241
H 4.1462 4.5358 2.5597  0.1279
H 2.7200 4.6528 4.5476  0.1308
H 0.3985 3.8293 4.5024  0.1254
H -0.5593 2.9561 2.4049  0.0809
N -0.0702 -1.2670 1.5806  -0.0972
C 0.4210 -2.2833 2.0694  -0.2085
N 0.9515 -3.2050 2.5965  0.2094
C 1.2150 -4.5019 2.6401  -0.2388
N 1.4702 -5.6229 2.6720  0.2362

Atoms 1-6, force components in eV/Å:
0.4882 -0.0396 0.8224
-0.0005 0.0749 -0.0835
-0.0180 0.0341 -0.1791
0.0355 -0.0949 -0.0024
0.0223 0.0359 0.0054
0.0660 0.0236 -0.1145


Entry from the Open Molecules 2025 dataset: C31H31AuF4N3OP as an isolated structure (ωB97M-V/def2-TZVPD).

Output
largest force on an atom: 0.01204 hartree/bohr
E_tot: -2315.2647 Eh
E_HOMO (alpha / beta): -13.9 / -13.9 eV
relative energy (zero: lowest compared OMol25 entry of this formula, charge and spin): 0.0 kJ/mol
charge: +2

Each line ends with the Löwdin charge.
Cartesian coordinates (Å):
Au -0.3489 0.8124 -0.4500  1.1489
C 2.9090 1.1558 -1.6462  -0.0648
C 2.0643 1.4709 -2.8703  -0.2245
N 0.6656 1.0074 -2.7637  -0.2328
C -0.2190 1.7390 -3.7000  -0.2434
C 0.0667 1.5267 -5.1805  -0.0574
C 0.5982 -0.4496 -2.9192  -0.1997
C -0.7978 -1.0014 -2.7218  -0.1925
N -1.4630 -0.3435 -1.5889  -0.1220
C -2.7776 -0.6888 -1.2577  -0.1419
C -3.5186 0.1570 -0.4129  -0.1565
F -2.9778 1.3013 0.0358  0.0459
C -4.8217 -0.1123 -0.0535  -0.2076
F -5.4490 0.7459 0.7417  0.1307
C -5.4671 -1.2381 -0.5195  0.1258
C -4.7704 -2.0837 -1.3589  -0.1990
F -5.3467 -3.1791 -1.8277  0.1439
C -3.4609 -1.8283 -1.7236  -0.1349
F -2.8646 -2.7158 -2.5156  0.1192
H 3.9370 1.4765 -1.8157  0.0941
H 2.9386 0.0880 -1.4226  0.0635
H 2.5428 1.6786 -0.7622  0.0373
H 2.5385 1.0315 -3.7546  0.1278
H 2.0355 2.5491 -3.0330  0.1278
H -0.1276 2.7968 -3.4498  0.1120
H -1.2512 1.4618 -3.4770  0.1016
H 1.0682 1.8571 -5.4546  0.0804
H -0.6419 2.1093 -5.7688  0.0909
H -0.0428 0.4843 -5.4825  0.0762
H 1.2523 -0.8936 -2.1665  0.0964
H 0.9667 -0.7886 -3.8934  0.1382
H -0.7246 -2.0801 -2.5932  0.1199
H -1.4317 -0.8381 -3.5978  0.1414
H -6.4909 -1.4499 -0.2423  0.1580
O -0.3041 3.6714 -0.6635  -0.0046
N 0.1531 2.7274 0.2474  -0.1552
C 1.1997 3.1085 0.8706  -0.0493
C 1.8525 2.3643 1.9373  -0.1948
C 2.7452 3.1175 2.7007  0.0079
C 3.3281 2.5970 3.8462  -0.0116
C 3.0086 1.3138 4.2530  -0.0112
C 2.1304 0.5450 3.4967  -0.0656
C 1.5656 1.0421 2.3274  -0.2758
P 0.4984 -0.1244 1.4545  1.0131
C 1.4463 -1.5511 0.9351  -0.3647
C 0.7809 -2.5179 0.1704  -0.1228
C 1.4733 -3.6145 -0.3087  -0.0452
C 2.8328 -3.7461 -0.0424  -0.0304
C 3.4974 -2.7821 0.7012  -0.0387
C 2.8111 -1.6781 1.1871  -0.0655
C -0.8154 -0.5957 2.5698  -0.3612
C -1.0094 -1.9192 2.9612  -0.0630
C -2.0456 -2.2256 3.8319  -0.0428
C -2.8793 -1.2219 4.3028  -0.0343
C -2.6844 0.1001 3.9124  -0.0456
C -1.6568 0.4159 3.0445  -0.0914
H -1.2709 3.6126 -0.6349  0.1177
H 1.5562 4.1145 0.6606  0.1613
H 2.9686 4.1345 2.4029  0.1309
H 4.0160 3.2001 4.4227  0.1295
H 3.4400 0.9013 5.1550  0.1293
H 1.8873 -0.4582 3.8284  0.1274
H -0.2792 -2.4145 -0.0391  0.1014
H 0.9576 -4.3691 -0.8879  0.1217
H 3.3739 -4.6037 -0.4193  0.1236
H 4.5549 -2.8855 0.9031  0.1223
H 3.3457 -0.9240 1.7481  0.1056
H -0.3504 -2.7028 2.6109  0.1074
H -2.1946 -3.2490 4.1481  0.1209
H -3.6839 -1.4667 4.9835  0.1222
H -3.3332 0.8794 4.2887  0.1212
H -1.5061 1.4465 2.7401  0.1077

Atoms 1-6, force components in eV/Å:
0.1504 0.4328 -0.0374
0.0172 -0.0564 -0.0354
0.0276 0.0552 0.0823
-0.0634 0.0148 0.0702
-0.0341 0.0078 -0.0334
0.0266 -0.0130 -0.0085


Entry from the Open Molecules 2025 dataset: C31H31BN8O9STl as an isolated structure at a distorted geometry (ωB97M-V/def2-TZVPD).

Output
largest force on an atom: 0.04084 hartree/bohr
E_tot: -2910.8321 Eh
E_HOMO: -4.4 eV
relative energy (zero: lowest compared OMol25 entry of this formula, charge and spin): 0.0 kJ/mol
charge: -1

Each line ends with the Löwdin charge.
Cartesian coordinates (Å):
Tl -0.8286 0.8793 -0.4826  1.0387
O -3.9224 3.1059 1.3403  0.0577
C -4.0028 1.9783 0.8859  -0.5122
O -3.6990 1.6320 -0.3312  0.0196
C -4.3890 0.7719 1.7457  -0.0771
C -3.1699 0.4404 2.6307  -0.2493
C -3.5157 -0.7340 3.5626  -0.0929
C -3.5152 -1.9173 2.5623  -0.0883
C -3.1601 -1.1966 1.2500  -0.2604
O -2.2701 -0.1635 1.7032  -0.1659
C -4.4035 -0.4245 0.7823  -0.0736
C -4.3531 0.1711 -0.6589  -0.5428
O -5.3907 0.2716 -1.3049  0.0509
O -3.1893 -0.4490 -1.3444  0.0656
H -5.2998 0.9538 2.3109  0.1604
H -2.7189 1.3069 3.1103  0.1593
H -4.4737 -0.6046 4.0651  0.1112
H -2.7332 -0.8506 4.3126  0.1077
H -4.4782 -2.4223 2.5020  0.1116
H -2.7466 -2.6472 2.8155  0.1081
H -2.6827 -1.8002 0.4891  0.1313
H -5.3055 -1.0319 0.8204  0.1587
O 0.5168 -1.7716 -2.8889  -0.1012
S 3.2061 0.7634 -1.2142  0.8422
O 3.9607 1.8297 -1.9194  -0.5229
N 2.3009 1.3716 0.0366  -0.2726
C 2.5605 2.6046 0.5497  -0.3273
C 3.8340 3.1747 0.5391  -0.0547
C 4.1164 4.4007 1.1378  -0.0970
C 3.1400 5.1279 1.7525  -0.0878
C 1.8154 4.6506 1.7415  -0.1717
C 0.7605 5.4255 2.2662  -0.0332
C -0.5193 4.9750 2.1894  -0.0560
C -0.7522 3.7192 1.6127  -0.1431
N 0.1956 2.9407 1.1400  0.0252
C 1.4938 3.3790 1.1628  -0.1498
C 4.5131 -0.1916 -0.3268  -0.3367
C 5.7398 0.3409 0.0309  -0.0827
C 6.6765 -0.4537 0.6769  -0.0914
C 6.3851 -1.7838 0.9503  -0.1111
C 5.1688 -2.3256 0.5586  -0.0993
C 4.2365 -1.5307 -0.0920  -0.1042
H 4.6257 2.6511 0.0312  0.0526
H 5.1342 4.7727 1.1142  0.0989
H 3.3589 6.0798 2.2212  0.0962
H 0.9883 6.3947 2.6958  0.1099
H -1.3513 5.5624 2.5528  0.1040
H -1.7691 3.3462 1.5351  0.0773
H 5.9686 1.3704 -0.2137  0.0946
H 7.6381 -0.0409 0.9572  0.0972
H 7.1197 -2.4030 1.4506  0.0925
H 4.9481 -3.3673 0.7552  0.0975
H 3.2985 -1.9400 -0.4443  0.1015
N 2.1771 -2.5947 4.1966  0.1503
C 1.7107 -1.8152 3.1820  -0.5136
N 2.2027 -0.5950 3.0560  0.2032
N 0.8022 -2.3643 2.4057  0.1173
C 0.2970 -1.8665 1.3108  -0.3321
N -0.2282 -1.7004 0.2805  0.1143
H 2.6891 -2.1685 4.9463  0.0965
H 1.6624 -3.4341 4.3912  0.1028
H 2.9649 -0.3030 3.6446  0.1119
H 2.0183 0.0045 2.2083  0.1239
N 0.6542 0.4002 -3.8567  0.0042
N -0.0059 -0.8340 -3.8365  -0.1545
H 1.6688 0.3415 -3.8064  0.0607
H 0.3207 1.0149 -3.1136  0.0087
H -0.1186 -1.8163 -2.1603  0.0228
H 0.2017 -1.2875 -4.7160  0.1077
O -2.7623 -2.5084 -2.4738  0.2117
B -3.1791 -1.1601 -2.4727  -0.7474
O -3.4639 -0.7547 -3.7781  0.2439
C -3.2112 -1.8303 -4.5694  -0.1987
C -3.3306 -1.9591 -5.9350  0.0032
C -3.0116 -3.1989 -6.4868  -0.1084
C -2.5968 -4.2622 -5.6971  -0.1076
C -2.4792 -4.1289 -4.3144  0.0011
C -2.7853 -2.8998 -3.7758  -0.2062
H -3.6534 -1.1303 -6.5498  0.1169
H -3.0832 -3.3335 -7.5587  0.0929
H -2.3551 -5.2082 -6.1643  0.0927
H -2.1662 -4.9491 -3.6831  0.1163

Atoms 1-6, force components in eV/Å:
0.3962 0.2778 -0.0644
0.0552 -0.0688 -0.0458
-0.3095 -0.0477 0.2629
0.1748 0.2053 -0.0909
0.2637 0.0848 -0.3128
-0.4535 0.0446 0.3739